Record 1
The following is a quantum chemistry calculation of a structure of composition C41H42BrGeN3OSW at a distorted geometry, from the Open Molecules 2025 dataset.

Output
Molecular weight: 961.23 g mol⁻¹
Energy above the lowest of the compared OMol25 structures with the same formula, charge and spin: 78.5 kcal per mole
Multiplicity: 4
Net charge: +1
Kohn-Sham gap (alpha / beta): 0.2632 / 0.1547 Eh
E_LUMO (alpha / beta): -0.119 / -0.227 Ha
Calculated total energy: -6942.85150 Ha
E_HOMO (alpha / beta): -10.4 / -10.4 eV

Positions of all 91 atoms, in Å:
W (-0.826, 2.399, 0.002)
Br (-2.469, -7.172, -2.746)
C (-0.133, 1.818, 2.044)
C (-0.320, 1.079, 3.156)
C (0.783, 0.863, 3.964)
C (2.044, 1.381, 3.805)
C (2.289, 2.170, 2.571)
C (3.543, 2.513, 1.975)
C (3.481, 3.150, 0.758)
C (2.383, 3.450, 0.014)
C (1.112, 2.932, 0.501)
C (1.113, 2.340, 1.798)
H (-1.293, 0.563, 3.268)
H (0.636, 0.250, 4.833)
H (2.878, 1.305, 4.512)
H (4.524, 2.238, 2.235)
H (4.424, 3.444, 0.305)
H (2.539, 3.908, -0.953)
C (0.880, -2.200, -0.457)
C (0.534, -0.783, -0.158)
N (0.323, 0.327, -0.125)
H (0.055, -2.588, -1.008)
H (0.903, -2.840, 0.421)
H (1.754, -2.594, -0.964)
O (0.979, 1.242, -3.066)
S (-0.218, 2.039, -3.256)
N (-0.759, 2.421, -1.938)
C (0.386, -9.066, -2.825)
Ge (-0.094, -7.168, -2.504)
C (0.031, -6.677, -0.543)
C (1.117, -5.883, -0.187)
C (1.396, -5.373, 1.039)
C (0.675, -5.820, 2.117)
C (-0.418, -6.706, 1.928)
C (-0.751, -7.129, 0.574)
C (0.525, -5.570, -3.418)
C (-0.417, -4.580, -3.431)
C (-0.123, -3.248, -3.812)
C (1.155, -2.880, -4.007)
C (2.163, -3.853, -3.903)
C (3.576, -3.588, -3.953)
C (4.518, -4.496, -3.669)
C (4.215, -5.843, -3.496)
C (2.885, -6.182, -3.488)
C (1.861, -5.231, -3.675)
H (1.100, -9.352, -2.058)
H (0.781, -9.165, -3.819)
H (-0.485, -9.732, -2.857)
H (1.695, -5.570, -0.967)
H (2.288, -4.753, 1.169)
H (0.773, -5.463, 3.160)
H (-0.967, -6.962, 2.826)
H (-1.648, -7.705, 0.337)
H (-1.501, -4.907, -3.311)
H (-0.955, -2.591, -4.001)
H (1.404, -1.812, -4.292)
H (3.791, -2.582, -4.210)
H (5.524, -4.246, -3.641)
H (5.037, -6.546, -3.404)
H (2.532, -7.219, -3.580)
C (0.184, 6.089, 4.361)
C (-0.698, 6.032, 3.156)
C (-0.820, 7.251, 2.521)
C (-1.580, 7.392, 1.332)
C (-1.924, 8.809, 0.860)
C (-1.948, 6.251, 0.621)
C (-1.684, 5.032, 1.231)
C (-1.101, 4.906, 2.434)
N (-2.072, 3.840, 0.467)
C (-3.541, 3.561, 0.416)
C (-3.668, 2.119, 0.846)
C (-4.329, 4.466, 1.356)
C (-4.013, 3.794, -1.007)
H (1.181, 6.356, 4.091)
H (0.184, 5.165, 4.991)
H (-0.129, 6.913, 5.022)
H (-0.513, 8.124, 3.093)
H (-2.808, 9.199, 1.446)
H (-2.132, 8.920, -0.169)
H (-1.107, 9.543, 1.124)
H (-2.341, 6.222, -0.352)
H (-1.040, 3.931, 2.854)
H (-3.287, 2.106, 1.861)
H (-3.022, 1.421, 0.310)
H (-4.681, 1.630, 0.793)
H (-5.349, 4.084, 1.284)
H (-4.263, 5.526, 1.145)
H (-4.128, 4.214, 2.506)
H (-3.704, 2.901, -1.660)
H (-3.776, 4.750, -1.486)
H (-5.116, 3.691, -1.036)



Record 2
The following is a quantum chemistry calculation of a cluster of 9 separate species, C41H42Cl2N8 in total at a distorted geometry, from the Open Molecules 2025 dataset.

Output
Molecular weight: 717.75 g mol⁻¹
Energy above the lowest of the compared OMol25 structures with the same formula, charge and spin: 0.0 kcal per mole
Kohn-Sham gap: 0.3609 Eh
E_LUMO: 0.016 Ha
Calculated total energy: -2945.91648 Ha
E_HOMO: -9.4 eV
Structure (SMILES): c1ccncc1.c1ccncc1.c1ccncc1.c1ccncc1.c1ccncc1.c1ccncc1.c1ccncc1.c1ccncc1.ClCCl

Positions of all 93 atoms, in Å:
N (-14.530, -8.080, -6.280)
C (-15.797, -8.465, -6.342)
C (-16.613, -8.250, -7.454)
C (-16.102, -7.530, -8.517)
C (-14.799, -7.067, -8.422)
C (-14.067, -7.337, -7.279)
H (-16.155, -9.052, -5.503)
H (-17.629, -8.622, -7.435)
H (-16.734, -7.356, -9.380)
H (-14.353, -6.518, -9.240)
H (-13.030, -7.029, -7.198)
N (-13.438, 0.120, -8.492)
C (-13.476, 1.054, -9.439)
C (-13.069, 2.362, -9.240)
C (-12.423, 2.679, -8.057)
C (-12.332, 1.705, -7.073)
C (-12.860, 0.456, -7.351)
H (-13.697, 0.719, -10.446)
H (-12.988, 3.056, -10.068)
H (-12.032, 3.675, -7.887)
H (-11.866, 1.914, -6.121)
H (-12.666, -0.341, -6.636)
N (-14.550, -2.901, -5.675)
C (-15.394, -2.310, -4.842)
C (-16.718, -2.705, -4.677)
C (-17.196, -3.740, -5.459)
C (-16.329, -4.338, -6.366)
C (-15.047, -3.836, -6.483)
H (-15.002, -1.505, -4.228)
H (-17.368, -2.081, -4.077)
H (-18.229, -4.056, -5.380)
H (-16.688, -5.143, -6.993)
H (-14.324, -4.315, -7.134)
N (-21.787, 1.271, -11.324)
C (-21.110, 2.085, -10.522)
C (-19.907, 1.750, -9.919)
C (-19.462, 0.447, -10.056)
C (-20.159, -0.419, -10.889)
C (-21.311, 0.041, -11.507)
H (-21.547, 3.073, -10.430)
H (-19.384, 2.466, -9.300)
H (-18.568, 0.052, -9.590)
H (-19.794, -1.424, -11.056)
H (-21.888, -0.591, -12.172)
N (-11.212, -0.356, -11.006)
C (-11.889, -1.504, -10.904)
C (-12.168, -2.306, -12.001)
C (-11.771, -1.881, -13.255)
C (-11.055, -0.705, -13.367)
C (-10.766, -0.002, -12.204)
H (-12.212, -1.694, -9.888)
H (-12.598, -3.292, -11.866)
H (-11.981, -2.439, -14.159)
H (-10.785, -0.294, -14.331)
H (-10.108, 0.861, -12.268)
N (-19.904, -6.656, -12.656)
C (-19.139, -6.417, -13.716)
C (-18.138, -5.453, -13.727)
C (-17.872, -4.754, -12.570)
C (-18.638, -5.032, -11.438)
C (-19.657, -5.953, -11.552)
H (-19.352, -7.002, -14.604)
H (-17.465, -5.394, -14.575)
H (-17.098, -4.004, -12.492)
H (-18.471, -4.470, -10.528)
H (-20.300, -6.184, -10.709)
N (-16.043, 2.524, -11.486)
C (-15.224, 3.160, -12.325)
C (-14.385, 2.521, -13.226)
C (-14.456, 1.137, -13.338)
C (-15.319, 0.471, -12.482)
C (-16.149, 1.208, -11.649)
H (-15.185, 4.238, -12.209)
H (-13.702, 3.102, -13.832)
H (-13.769, 0.597, -13.976)
H (-15.418, -0.606, -12.564)
H (-16.926, 0.710, -11.083)
N (-12.385, -3.946, -8.692)
C (-11.673, -4.849, -9.354)
C (-10.349, -5.139, -9.054)
C (-9.739, -4.457, -8.021)
C (-10.507, -3.578, -7.262)
C (-11.817, -3.355, -7.650)
H (-12.187, -5.420, -10.122)
H (-9.791, -5.822, -9.681)
H (-8.704, -4.631, -7.758)
H (-10.022, -3.063, -6.445)
H (-12.383, -2.585, -7.133)
C (-15.189, -2.484, -9.662)
Cl (-15.216, -4.058, -10.434)
Cl (-16.854, -1.892, -9.386)
H (-14.700, -2.485, -8.696)
H (-14.700, -1.782, -10.326)



Record 3
The following is a quantum chemistry calculation of a structure of composition C41H42ClGe2N3OS2SiW at a distorted geometry, from the Open Molecules 2025 dataset.

Output
Molecular weight: 1049.54 g mol⁻¹
Energy above the lowest of the compared OMol25 structures with the same formula, charge and spin: 2.0 kcal per mole
Multiplicity: 2
Net charge: +1
Kohn-Sham gap (alpha / beta): 0.2374 / 0.2347 Eh
E_LUMO (alpha / beta): -0.160 / -0.158 Ha
Calculated total energy: -7593.98839 Ha
E_HOMO (alpha / beta): -10.8 / -10.7 eV

Positions of all 94 atoms, in Å:
W (-0.936, 1.324, 0.072)
C (3.069, -0.908, 3.653)
S (1.504, -0.063, 3.965)
C (0.829, 0.115, 2.381)
S (-0.786, 0.791, 2.408)
N (1.472, -0.272, 1.322)
N (0.782, -0.046, 0.171)
C (1.338, -0.353, -0.946)
C (0.574, -0.053, -2.139)
C (0.977, -0.445, -3.405)
C (0.164, -0.145, -4.486)
C (-1.020, 0.544, -4.279)
C (-1.369, 0.916, -2.997)
N (-0.588, 0.624, -1.944)
H (3.887, -0.193, 3.693)
H (3.045, -1.389, 2.681)
H (3.189, -1.654, 4.434)
H (2.321, -0.806, -0.996)
H (1.907, -0.982, -3.527)
H (0.453, -0.444, -5.484)
H (-1.675, 0.798, -5.099)
H (-2.280, 1.457, -2.787)
C (0.001, -3.634, -1.229)
Ge (-1.136, -3.190, 0.315)
C (-0.004, -3.378, 1.905)
C (-2.625, -4.481, 0.356)
Ge (-2.227, -0.989, 0.254)
C (-3.311, -0.904, -1.406)
C (-4.301, 0.059, -1.614)
C (-5.030, 0.098, -2.794)
C (-4.784, -0.831, -3.796)
C (-3.811, -1.800, -3.606)
C (-3.084, -1.832, -2.423)
C (-3.458, -0.891, 1.776)
C (-4.270, 0.223, 1.992)
C (-5.120, 0.287, 3.086)
C (-5.168, -0.763, 3.990)
C (-4.363, -1.875, 3.794)
C (-3.512, -1.935, 2.699)
H (0.639, -4.473, -0.949)
H (0.650, -2.815, -1.537)
H (-0.591, -3.937, -2.092)
H (0.353, -4.408, 1.959)
H (-0.543, -3.153, 2.825)
H (0.863, -2.720, 1.846)
H (-2.594, -5.065, 1.277)
H (-2.547, -5.171, -0.484)
H (-3.597, -3.990, 0.302)
H (-4.517, 0.794, -0.850)
H (-5.798, 0.850, -2.927)
H (-5.358, -0.806, -4.713)
H (-3.624, -2.540, -4.374)
H (-2.329, -2.602, -2.303)
H (-4.242, 1.065, 1.310)
H (-5.742, 1.161, 3.235)
H (-5.829, -0.717, 4.846)
H (-4.396, -2.700, 4.494)
H (-2.897, -2.818, 2.575)
O (0.590, 2.457, 0.255)
Si (1.276, 3.859, -0.359)
C (0.882, 3.905, -2.189)
C (-0.282, 4.520, -2.664)
C (-0.604, 4.495, -4.014)
C (0.235, 3.853, -4.914)
C (1.393, 3.234, -4.463)
C (1.712, 3.263, -3.113)
C (3.110, 3.642, -0.090)
C (3.610, 2.583, 0.669)
C (4.975, 2.431, 0.869)
C (5.864, 3.340, 0.315)
C (5.385, 4.400, -0.443)
C (4.021, 4.544, -0.644)
C (0.511, 5.296, 0.531)
C (-0.142, 5.137, 1.754)
C (-0.673, 6.229, 2.424)
C (-0.553, 7.500, 1.879)
C (0.097, 7.678, 0.665)
C (0.623, 6.583, -0.004)
H (-0.934, 5.039, -1.971)
H (-1.500, 4.990, -4.367)
H (-0.006, 3.850, -5.970)
H (2.058, 2.750, -5.168)
H (2.632, 2.799, -2.773)
H (2.926, 1.868, 1.111)
H (5.345, 1.603, 1.461)
H (6.929, 3.226, 0.472)
H (6.074, 5.112, -0.878)
H (3.667, 5.377, -1.245)
H (-0.233, 4.148, 2.191)
H (-1.177, 6.090, 3.371)
H (-0.967, 8.353, 2.400)
H (0.191, 8.668, 0.240)
H (1.118, 6.740, -0.956)
Cl (-2.547, 2.919, -0.248)